Entry 1:
The following is a quantum chemistry calculation of an isolated molecule of C5H12N2O2 in a non-equilibrium geometry, from the OMol25 dataset.

CARTESIAN COORDINATES (ANGSTROEM)
1 C -2.15 -0.15 2.17
2 C -1.71 0.05 0.76
3 O -2.06 0.92 0.00
4 N -0.45 -0.64 0.68
5 C 0.63 -0.25 -0.23
6 C 1.08 1.16 0.15
7 O 1.68 -1.18 -0.08
8 C 0.19 -0.34 -1.71
9 N 1.20 0.02 -2.68
10 H -2.52 -1.16 2.33
11 H -1.02 -0.30 2.51
12 H -2.88 0.60 2.48
13 H -0.39 -1.59 1.02
14 H 0.27 1.87 -0.02
15 H 1.95 1.45 -0.44
16 H 1.38 1.19 1.20
17 H 2.14 -1.02 0.75
18 H -0.11 -1.38 -1.89
19 H -0.69 0.29 -1.85
20 H 2.04 -0.52 -2.52
21 H 1.42 1.00 -2.63

Computed properties:
energy	-12454.24641	eV
energy relative to the best compared isomer or geometry (same formula, charge and spin)	40.03	kcal per mole
structure (SMILES)	CC(=O)N[C@@](C)(O)CN
strongest force on any atom	0.070	Eh/bohr
M	132.163	u

=====

Entry 2:
The following is a quantum chemistry calculation of an isolated molecule of C5H12N2O2S in a non-equilibrium geometry, from the OMol25 dataset.

CARTESIAN COORDINATES (ANGSTROEM)
1 C -0.91 -0.73 0.63
2 C -1.51 0.59 0.14
3 C -0.92 0.21 -2.67
4 C 1.26 -1.66 0.52
5 C 0.86 0.42 1.88
6 N 0.49 -0.67 0.99
7 N 2.55 -1.65 0.86
8 O -1.46 2.55 -1.58
9 O 0.71 1.54 -1.05
10 S -0.69 1.36 -1.29
11 H -1.49 -1.04 1.51
12 H -1.01 -1.50 -0.13
13 H -2.54 0.45 -0.18
14 H -1.49 1.36 0.91
15 H -1.98 0.06 -2.82
16 H -0.41 -0.72 -2.42
17 H -0.46 0.66 -3.55
18 H 0.08 0.55 2.63
19 H 1.79 0.19 2.40
20 H 0.99 1.35 1.32
21 H 3.12 -2.39 0.50
22 H 3.03 -0.95 1.41

Computed properties:
energy	-23288.27309	eV
energy relative to the best compared isomer or geometry (same formula, charge and spin)	29.65	kcal per mole
strongest force on any atom	0.021	Eh/bohr
M	164.230	u

=====

Entry 3:
The following is a quantum chemistry calculation of an isolated molecule of C5H12N2O2S in a non-equilibrium geometry, from the OMol25 dataset.

CARTESIAN COORDINATES (ANGSTROEM)
1 C -0.46 -1.24 -0.26
2 C -2.27 1.36 0.18
3 C 2.55 -1.05 0.24
4 C -0.93 1.46 -0.51
5 C 0.09 0.11 0.11
6 N -0.53 -1.58 -1.51
7 N 0.24 0.11 1.45
8 O -0.76 -1.99 0.64
9 O 2.27 1.68 -0.06
10 S 1.83 0.43 -0.71
11 H -2.79 0.51 -0.29
12 H -2.81 2.37 0.14
13 H -2.06 1.15 1.33
14 H 3.34 -1.37 -0.47
15 H 1.73 -1.74 0.39
16 H 2.72 -0.69 1.23
17 H -0.94 1.36 -1.57
18 H -0.43 2.31 -0.19
19 H 0.00 -1.07 -2.20
20 H -0.98 -2.46 -1.76
21 H 0.55 0.98 1.85
22 H -0.36 -0.63 1.96

Computed properties:
energy	-23288.42289	eV
energy relative to the best compared isomer or geometry (same formula, charge and spin)	26.20	kcal per mole
strongest force on any atom	0.081	Eh/bohr
M	164.230	u

=====

Entry 4:
The following is a quantum chemistry calculation of a cluster of 2 separate species, C5H12N2O3 in total in a non-equilibrium geometry, from the OMol25 dataset.

CARTESIAN COORDINATES (ANGSTROEM)
1 C 0.08 0.49 -2.21
2 N 0.33 -0.56 -1.23
3 C -0.67 -1.08 -0.61
4 C -0.40 -2.30 0.24
5 N -1.97 -0.66 -0.68
6 H -0.36 1.38 -1.75
7 H 1.04 0.80 -2.64
8 H -0.56 0.14 -3.03
9 H -1.19 -2.46 0.98
10 H -0.33 -3.17 -0.41
11 H 0.55 -2.19 0.77
12 H -2.14 0.26 -1.05
13 H -2.58 -0.92 0.09
14 C -0.31 1.75 1.64
15 O 0.57 0.63 1.74
16 C 1.69 0.67 0.93
17 O 2.11 1.64 0.31
18 O 2.49 -0.36 1.26
19 H -1.28 1.40 1.28
20 H 0.05 2.53 0.97
21 H -0.45 2.18 2.64
22 H 3.31 -0.18 0.77

Computed properties:
energy	-14502.38675	eV
energy relative to the best compared isomer or geometry (same formula, charge and spin)	25.80	kcal per mole
structure (SMILES)	C/N=C(/C)N.COC(=O)O
strongest force on any atom	0.051	Eh/bohr
M	148.162	u

=====

Entry 5:
The following is a quantum chemistry calculation of a structure of composition C5H12N2S in a non-equilibrium geometry, from the OMol25 dataset.

CARTESIAN COORDINATES (ANGSTROEM)
1 C 0.80 -1.14 -1.19
2 C 0.26 -0.46 -2.44
3 S -0.70 1.00 -1.98
4 N -0.32 -1.40 -0.25
5 H 1.51 -0.47 -0.68
6 H 1.29 -2.07 -1.47
7 H -0.37 -1.19 -2.95
8 H 1.10 -0.24 -3.08
9 H -0.58 -2.38 -0.30
10 H -1.08 -0.85 -0.64
11 C -0.07 0.98 2.27
12 C -0.46 1.82 1.32
13 C 1.11 -1.00 2.76
14 N 0.39 -0.33 1.97
15 H -0.10 1.24 3.32
16 H -0.36 1.58 0.27
17 H -0.82 2.79 1.60
18 H 1.48 -1.97 2.46
19 H 1.41 -0.58 3.71
20 H 0.05 -0.84 0.92

Computed properties:
energy	-19192.21136	eV
energy relative to the best compared isomer or geometry (same formula, charge and spin)	57.76	kcal per mole
strongest force on any atom	0.020	Eh/bohr
M	132.232	u

=====

Entry 6:
The following is a quantum chemistry calculation of an isolated molecule of C5H12N2S in a non-equilibrium geometry, from the OMol25 dataset.

CARTESIAN COORDINATES (ANGSTROEM)
1 C 2.31 -0.45 -1.00
2 S 1.59 0.13 0.42
3 N 0.96 1.51 0.37
4 C -0.45 1.74 0.57
5 C -1.29 0.93 -0.39
6 C -1.73 -0.56 -0.17
7 C -0.36 -1.51 -0.18
8 N 0.59 -1.23 0.86
9 H 3.04 -1.11 -0.60
10 H 2.44 0.23 -1.79
11 H 2.26 0.00 1.66
12 H -0.67 2.80 0.50
13 H -0.67 1.37 1.64
14 H -0.77 0.91 -1.34
15 H -2.19 1.57 -0.49
16 H -2.35 -0.68 0.73
17 H -2.29 -1.00 -0.96
18 H -0.75 -2.52 -0.47
19 H 0.17 -1.21 -1.09
20 H 0.18 -0.93 1.71

Computed properties:
energy	-19189.26264	eV
energy relative to the best compared isomer or geometry (same formula, charge and spin)	125.76	kcal per mole
structure (SMILES)	C=[S@H]1=NCCCCN1
strongest force on any atom	0.074	Eh/bohr
M	132.232	u

=====

Entry 7:
The following is a quantum chemistry calculation of a cluster of 2 separate species, C5H12N2Si in total in a non-equilibrium geometry, from the OMol25 dataset.

CARTESIAN COORDINATES (ANGSTROEM)
1 C -2.41 -0.50 0.08
2 C 0.76 0.00 -1.69
3 C 1.82 0.90 1.06
4 C 0.66 -2.11 0.53
5 C -1.84 0.71 0.59
6 N -2.75 -1.51 -0.29
7 N -2.02 1.84 -0.28
8 Si 0.58 -0.26 0.19
9 H 0.00 -0.43 -2.18
10 H 0.68 1.09 -2.01
11 H 1.74 -0.53 -2.09
12 H 1.53 1.14 2.04
13 H 2.80 0.45 1.30
14 H 1.99 1.89 0.47
15 H 0.53 -2.75 -0.41
16 H 1.62 -2.48 0.91
17 H -0.14 -2.45 1.27
18 H -2.06 0.77 1.71
19 H -1.39 2.56 0.04
20 H -2.10 1.70 -1.25

Computed properties:
energy	-16235.36600	eV
energy relative to the best compared isomer or geometry (same formula, charge and spin)	39.83	kcal per mole
strongest force on any atom	0.076	Eh/bohr
M	128.251	u

=====

Entry 8:
The following is a quantum chemistry calculation of the ion C5H12N3 with charge +1 in a non-equilibrium geometry, from the OMol25 dataset.

CARTESIAN COORDINATES (ANGSTROEM)
1 C -2.41 0.94 -1.08
2 C -1.14 0.44 -0.66
3 C -0.27 -0.27 -1.32
4 C 0.99 -0.51 -0.53
5 N 1.40 -1.84 -0.69
6 N 0.53 -0.22 0.82
7 C 1.51 0.18 1.86
8 N -0.71 0.64 0.75
9 H -2.54 2.07 -1.04
10 H -3.27 0.52 -0.51
11 H -2.35 0.54 -2.16
12 H -0.26 -0.55 -2.30
13 H 1.80 0.13 -0.76
14 H 2.29 -1.95 -0.28
15 H 0.85 -2.65 -0.62
16 H 1.33 0.09 2.91
17 H 2.25 -0.63 1.64
18 H 1.88 1.14 1.55
19 H -0.53 1.64 0.95
20 H -1.34 0.29 1.46

Computed properties:
energy	-9840.91287	eV
energy relative to the best compared isomer or geometry (same formula, charge and spin)	76.08	kcal per mole
structure (SMILES)	CC1=C[C@H](N)N(C)[NH2+]1
strongest force on any atom	0.072	Eh/bohr
M	114.172	u
charge	+1

=====

Which of these has the lowest energy? number 3